15 unconnected molecules or ions with the total composition C30H76Cl14O8S8. Source: OMol25; level of theory: ωB97M-V with the def2-TZVPD basis set.

As for the calculated total energy: -11418.51682 a.u. The value obtained for the LUMO energy is 0.005 Eh. The value obtained for the gap between HOMO and LUMO is 8.89 eV.

Element x y z (Å)
1 C -2.536 6.557 -2.168
2 S -3.263 5.589 -0.821
3 O -2.728 5.990 0.464
4 C -4.901 6.402 -0.890
5 H -2.526 7.624 -1.954
6 H -3.233 6.391 -2.995
7 H -1.570 6.110 -2.407
8 H -5.400 6.243 0.043
9 H -5.593 6.038 -1.692
10 H -4.759 7.479 -1.060
11 C -1.107 3.117 -6.161
12 S -0.234 2.327 -4.815
13 O -0.825 2.916 -3.542
14 C -0.974 0.637 -5.058
15 H -0.875 4.178 -6.119
16 H -2.169 3.009 -5.969
17 H -0.763 2.707 -7.105
18 H -0.759 0.496 -6.133
19 H -2.038 0.666 -4.890
20 H -0.501 -0.161 -4.531
21 C -0.227 5.765 4.309
22 S -1.170 4.303 3.526
23 O -0.822 3.150 4.471
24 C -0.054 4.105 2.048
25 H -0.252 5.665 5.371
26 H -0.721 6.717 3.905
27 H 0.787 5.754 3.935
28 H 0.917 3.968 2.480
29 H -0.283 4.961 1.511
30 H -0.425 3.230 1.532
31 C -3.784 -5.908 0.814
32 S -2.519 -4.780 0.270
33 O -1.617 -5.697 -0.560
34 C -3.605 -3.865 -0.835
35 H -4.101 -6.455 -0.081
36 H -4.556 -5.385 1.384
37 H -3.303 -6.577 1.513
38 H -3.108 -3.072 -1.431
39 H -4.291 -3.309 -0.192
40 H -4.205 -4.586 -1.420
41 C 2.996 -6.401 -0.303
42 S 1.322 -5.662 -0.093
43 O 1.615 -4.184 -0.007
44 C 0.943 -5.959 -1.916
45 H 3.420 -5.856 -1.128
46 H 2.927 -7.464 -0.602
47 H 3.526 -6.256 0.617
48 H 0.005 -5.453 -1.993
49 H 0.737 -7.031 -2.030
50 H 1.797 -5.567 -2.490
51 C 4.019 -3.571 3.460
52 S 4.530 -2.375 2.110
53 O 5.799 -1.771 2.597
54 C 5.255 -3.708 1.043
55 H 5.000 -3.899 3.825
56 H 3.382 -4.357 3.087
57 H 3.492 -3.011 4.269
58 H 5.559 -4.516 1.674
59 H 6.129 -3.230 0.620
60 H 4.576 -4.009 0.243
61 C -2.190 -4.213 -6.883
62 S -2.528 -2.446 -6.345
63 O -3.568 -1.880 -7.182
64 C -3.382 -3.032 -4.722
65 H -1.986 -4.207 -7.959
66 H -3.148 -4.720 -6.832
67 H -1.409 -4.639 -6.291
68 H -3.581 -2.186 -4.110
69 H -2.748 -3.745 -4.151
70 H -4.325 -3.485 -5.054
71 C -0.637 1.229 -0.376
72 S -0.233 -0.462 -0.892
73 O 0.622 -0.326 -2.133
74 C 0.936 -0.873 0.566
75 H -1.206 1.774 -1.177
76 H 0.304 1.759 -0.271
77 H -1.227 1.130 0.585
78 H 0.393 -0.974 1.507
79 H 1.759 -0.168 0.500
80 H 1.304 -1.844 0.289
81 Cl 2.960 2.153 2.687
82 C 4.689 2.476 2.883
83 C 5.371 1.260 3.418
84 Cl 4.875 0.774 5.072
85 H 4.738 3.347 3.557
86 H 5.137 2.707 1.942
87 H 6.458 1.449 3.344
88 H 5.080 0.354 2.843
89 Cl -2.691 -1.391 1.885
90 C -3.224 -0.559 3.452
91 C -2.742 0.819 3.495
92 Cl -3.320 1.788 2.066
93 H -2.732 -1.096 4.245
94 H -4.285 -0.629 3.489
95 H -1.655 0.834 3.345
96 H -2.935 1.402 4.362
97 Cl 3.196 5.184 5.875
98 C 2.761 3.497 6.383
99 C 1.427 3.435 7.067
100 Cl 1.456 4.308 8.677
101 H 3.493 3.072 7.072
102 H 2.780 2.875 5.462
103 H 1.254 2.408 7.303
104 H 0.659 3.846 6.429
105 Cl 3.755 3.501 -2.750
106 C 2.397 2.949 -1.733
107 C 1.306 3.938 -1.603
108 Cl 1.850 5.389 -0.777
109 H 2.806 2.698 -0.721
110 H 2.017 2.051 -2.234
111 H 0.487 3.458 -1.025
112 H 0.928 4.174 -2.583
113 Cl -4.519 1.830 -4.198
114 C -3.674 2.026 -2.616
115 C -4.403 1.438 -1.488
116 Cl -4.077 -0.320 -1.435
117 H -3.552 3.129 -2.511
118 H -2.692 1.640 -2.731
119 H -5.499 1.630 -1.546
120 H -4.172 1.840 -0.504
121 Cl -1.648 -4.617 4.206
122 C 0.008 -4.678 3.421
123 C 0.402 -3.359 2.833
124 Cl 0.727 -2.111 4.086
125 H -0.115 -5.427 2.675
126 H 0.635 -5.026 4.262
127 H -0.360 -2.943 2.217
128 H 1.300 -3.429 2.239
129 Cl 4.584 0.073 -1.052
130 C 3.547 -0.330 -2.408
131 C 3.089 -1.793 -2.382
132 Cl 4.447 -2.995 -2.526
133 H 4.007 -0.048 -3.353
134 H 2.604 0.216 -2.218
135 H 2.404 -1.933 -3.221
136 H 2.579 -1.996 -1.479

Results of the Löwdin charge analysis, in e, for atoms 1 through 6: atom 1 (C): -0.25, atom 2 (S): 0.77, atom 3 (O): -0.54, atom 4 (C): -0.25, atom 5 (H): 0.06, atom 6 (H): 0.05

***

A single C4H8N2O3 molecule. Source: OMol25; level of theory: ωB97M-V with the def2-TZVPD basis set.

As for the calculated total energy: -492.45006 a.u. The value obtained for the LUMO energy is 0.019 Eh. As for the structure (SMILES): CC(=O)NN(C)C(=O)O. For the energy above the lowest of the compared OMol25 structures with the same formula, charge and spin, the calculation gives 33.2 kcal/mol. The value obtained for the gap between HOMO and LUMO is 9.89 eV.

Element x y z (Å)
1 C 1.085 -0.874 2.171
2 C 0.004 -0.908 1.086
3 O -0.605 -1.919 0.805
4 N -0.347 0.360 0.685
5 N -0.551 0.382 -0.767
6 C -1.741 -0.217 -1.326
7 C 0.350 1.034 -1.539
8 O 0.269 1.188 -2.731
9 O 1.389 1.530 -0.805
10 H 2.025 -0.658 1.696
11 H 1.122 -1.844 2.660
12 H 0.876 -0.105 2.912
13 H 0.259 1.121 0.964
14 H -2.618 0.129 -0.766
15 H -1.816 0.092 -2.372
16 H -1.680 -1.310 -1.260
17 H 1.978 2.000 -1.412

Results of the Löwdin charge analysis, in e, for atoms 1 through 6: atom 1 (C): 0.01, atom 2 (C): -0.50, atom 3 (O): 0.08, atom 4 (N): 0.12, atom 5 (N): -0.07, atom 6 (C): -0.02

***

A molecular structure, C53H67Br2F4N4O16PS6. Source: OMol25; level of theory: ωB97M-V with the def2-TZVPD basis set.

As for the calculated total energy: -11760.31491 a.u. The value obtained for the LUMO energy is -0.045 Eh. The value obtained for the gap between HOMO and LUMO is 6.98 eV.

Element x y z (Å)
1 C -5.064 -1.005 3.644
2 C -4.800 -1.050 2.456
3 C -4.287 -1.466 1.047
4 C -2.753 -1.194 1.014
5 C -1.889 -2.172 1.713
6 C -2.528 -3.434 2.409
7 N -2.323 -4.565 1.482
8 C -0.437 -2.005 1.751
9 P 0.782 -3.150 2.545
10 O 0.162 -4.646 2.949
11 O 2.102 -3.451 1.539
12 S 1.518 -2.380 4.171
13 C 0.108 -0.786 1.082
14 C 1.644 -0.514 1.123
15 O 2.076 0.040 2.110
16 N 2.595 -0.911 0.104
17 C 1.989 -1.304 -1.152
18 O 2.276 -0.707 -2.146
19 F 1.124 -2.384 -1.267
20 C -0.750 0.162 0.392
21 C -2.216 -0.038 0.331
22 C -3.037 1.005 -0.456
23 O -4.030 0.721 -1.104
24 C -2.570 2.497 -0.483
25 C -3.480 3.623 -0.579
26 C -5.029 3.431 -0.617
27 N -5.593 2.882 0.650
28 C -5.801 3.915 1.684
29 C -2.939 4.988 -0.643
30 C -3.852 6.256 -0.798
31 C -3.840 6.870 -2.100
32 C -4.622 8.081 -2.336
33 C -5.338 8.515 -1.138
34 C -5.245 7.733 0.065
35 N -4.534 6.594 0.336
36 C -1.488 5.226 -0.590
37 C -0.839 6.651 -0.656
38 C -0.234 7.119 0.737
39 C -0.717 8.534 1.205
40 F -0.721 9.491 0.190
41 Br -2.518 8.528 1.995
42 C 0.311 9.009 2.364
43 F 0.390 7.958 3.271
44 F 1.543 9.315 1.863
45 Br -0.504 10.511 3.354
46 C -0.597 4.047 -0.462
47 C 0.942 4.345 -0.412
48 C 1.599 4.364 -1.632
49 C -1.095 2.688 -0.409
50 C -0.174 1.428 -0.315
51 O 0.931 1.461 -0.816
52 H -5.453 -1.195 4.661
53 H -4.874 -0.909 0.281
54 H -4.479 -2.558 0.865
55 H -1.954 -3.540 3.381
56 H -3.592 -3.273 2.699
57 H -2.402 -5.466 1.947
58 H -1.447 -4.478 0.969
59 H 0.910 -5.276 2.924
60 H 2.422 -4.347 1.809
61 H 3.230 -1.641 0.454
62 H -5.313 2.739 -1.433
63 H -5.594 4.384 -0.808
64 H -5.013 2.132 1.026
65 H -6.126 4.903 1.286
66 H -4.915 4.033 2.379
67 H -6.641 3.552 2.350
68 H -3.238 6.426 -2.924
69 H -4.628 8.616 -3.308
70 H -5.952 9.442 -1.156
71 H -5.851 8.108 0.936
72 H -0.046 6.578 -1.451
73 H -1.546 7.443 -1.002
74 H -0.517 6.370 1.520
75 H 0.881 7.184 0.602
76 H 1.422 4.485 0.585
77 H 1.256 5.089 -2.416
78 H 2.420 3.640 -1.886
79 C 2.169 6.352 5.374
80 C 3.322 7.150 4.756
81 C 4.330 7.440 5.872
82 S 4.159 6.107 7.060
83 O 3.653 6.654 8.295
84 O 5.336 5.276 7.017
85 C 2.823 5.268 6.222
86 H 1.517 5.925 4.611
87 H 1.564 7.009 6.006
88 H 3.800 6.552 3.975
89 H 2.971 8.073 4.293
90 H 5.352 7.459 5.498
91 H 4.103 8.376 6.382
92 H 2.147 4.827 6.953
93 H 3.260 4.489 5.596
94 C 4.797 -8.147 -1.133
95 C 5.200 -6.670 -1.169
96 C 3.914 -5.848 -1.286
97 S 2.624 -6.830 -0.520
98 O 1.671 -7.211 -1.533
99 O 2.213 -6.196 0.720
100 C 3.644 -8.241 -0.140
101 H 5.630 -8.786 -0.839
102 H 4.463 -8.463 -2.125
103 H 5.719 -6.411 -0.243
104 H 5.880 -6.455 -1.995
105 H 3.996 -4.893 -0.768
106 H 3.636 -5.683 -2.327
107 H 3.062 -9.157 -0.238
108 H 3.998 -8.130 0.886
109 C -6.376 0.954 -5.298
110 C -7.186 2.142 -5.827
111 C -6.656 3.403 -5.138
112 S -4.939 3.071 -4.741
113 O -4.796 3.041 -3.305
114 O -4.090 3.884 -5.578
115 C -4.917 1.392 -5.348
116 H -6.544 0.053 -5.889
117 H -6.667 0.740 -4.265
118 H -7.045 2.226 -6.908
119 H -8.255 2.015 -5.647
120 H -6.713 4.274 -5.789
121 H -7.184 3.601 -4.205
122 H -4.263 0.782 -4.726
123 H -4.548 1.414 -6.374
124 C -1.282 -8.716 2.079
125 C -0.707 -9.523 3.247
126 C 0.038 -10.721 2.653
127 S 0.592 -10.210 1.025
128 O -0.092 -11.003 0.036
129 O 2.035 -10.070 1.033
130 C -0.151 -8.587 1.066
131 H -1.644 -7.738 2.402
132 H -2.123 -9.257 1.635
133 H -0.009 -8.898 3.812
134 H -1.486 -9.847 3.937
135 H 0.902 -10.999 3.255
136 H -0.620 -11.581 2.529
137 H -0.493 -8.312 0.070
138 H 0.607 -7.882 1.411
139 C 7.708 -4.124 -5.575
140 C 7.847 -5.649 -5.596
141 C 9.016 -6.018 -4.677
142 S 9.110 -4.720 -3.443
143 O 10.350 -4.007 -3.618
144 O 8.702 -5.248 -2.163
145 C 7.785 -3.721 -4.106
146 H 6.774 -3.795 -6.031
147 H 8.534 -3.670 -6.130
148 H 6.925 -6.104 -5.221
149 H 8.009 -6.026 -6.607
150 H 8.854 -6.974 -4.181
151 H 9.961 -6.036 -5.218
152 H 8.008 -2.666 -3.960
153 H 6.869 -3.989 -3.577

Results of the Löwdin charge analysis, in e, for atoms 1 through 6: atom 1 (C): 0.09, atom 2 (C): -0.11, atom 3 (C): -0.12, atom 4 (C): -0.07, atom 5 (C): -0.09, atom 6 (C): -0.22

***

What are the F_max values for these records? In order: 3.3; 2.9; 4.3 eV/A.
What are the E_HOMO values for these records? In order: -8.75; -9.38; -8.19 eV.